(1)
{
  "formula": "C3H4O2S2",
  "method": "ωB97M-V/def2-TZVPD",
  "elements": ["C", "C", "C", "H", "H", "H", "H", "O", "O", "S", "S"],
  "positions_angstrom": [[-1.746, -0.136, 0.103], [-0.387, 0.152, -0.500], [2.222, 0.180, 0.053], [-0.808, -1.451, 1.096], [0.073, 0.823, 0.434], [-0.742, 0.907, -1.433], [3.176, -0.239, -0.062], [-1.716, -0.903, 1.187], [2.065, 1.293, 0.354], [-3.120, 0.378, -0.502], [0.984, -1.003, -0.730]],
  "lumo_ev": 0.2,
  "e_above_lowest_kcal_mol": 44.3,
  "smiles": "O=CSCC(O)=S"
}

---

(2)
{
  "formula": "C5H16O4",
  "method": "ωB97M-V/def2-TZVPD",
  "elements": ["C", "O", "C", "C", "C", "C", "H", "H", "H", "H", "H", "H", "H", "H", "H", "H", "H", "H", "O", "H", "H", "O", "H", "H", "O"],
  "positions_angstrom": [[1.663, -0.298, -0.415], [1.676, 0.282, 0.870], [0.991, -1.669, -0.295], [-0.514, -1.686, 0.053], [-1.131, -0.504, -0.464], [-1.915, -0.282, -1.562], [0.887, 0.249, -1.081], [2.711, -0.359, -0.723], [1.053, 1.050, 0.980], [1.590, -2.096, 0.492], [1.209, -2.221, -1.223], [-0.909, -2.671, -0.120], [-0.612, -1.682, 1.306], [-0.815, 0.391, 0.362], [-2.166, 0.794, -1.906], [-2.384, -1.141, -2.015], [-1.814, 1.408, 1.909], [-0.898, 2.104, 2.645], [-1.165, 2.064, 1.760], [0.758, -0.560, 3.689], [0.746, -0.602, 2.285], [0.250, -0.159, 3.006], [0.088, 1.453, -2.625], [0.271, 0.741, -4.051], [-0.046, 1.536, -3.614]],
  "lumo_ev": 0.6,
  "e_above_lowest_kcal_mol": 41.9,
  "smiles": "C=CCCCO.O.O.O"
}

---

(3)
{
  "formula": "C7H8Br2F8O",
  "method": "ωB97M-V/def2-TZVPD",
  "elements": ["Br", "C", "C", "Br", "H", "H", "H", "H", "C", "C", "C", "F", "F", "F", "F", "O", "C", "C", "F", "F", "F", "F", "H", "H", "H", "H"],
  "positions_angstrom": [[4.175, 8.291, 10.461], [5.859, 7.832, 9.445], [5.499, 7.250, 8.083], [5.058, 8.695, 6.939], [6.335, 7.075, 10.042], [6.396, 8.696, 9.571], [4.719, 6.441, 8.104], [6.434, 6.740, 7.702], [8.837, 7.371, 5.993], [8.608, 6.180, 5.132], [8.635, 4.839, 5.846], [7.642, 4.895, 6.777], [8.335, 3.853, 5.004], [7.500, 6.426, 4.497], [9.688, 6.232, 4.252], [9.693, 7.076, 7.135], [9.915, 8.033, 8.013], [10.977, 7.560, 9.057], [11.468, 8.614, 9.713], [10.328, 6.671, 9.933], [10.473, 9.079, 7.330], [8.788, 8.392, 8.677], [7.813, 7.746, 6.370], [9.386, 8.120, 5.383], [9.575, 4.593, 6.380], [11.777, 6.968, 8.544]],
  "lumo_ev": 0.5,
  "e_above_lowest_kcal_mol": 0.1,
  "smiles": "FC(F)C(F)(F)COC(F)(F)C(F)F.BrCCBr"
}